No. 1
Formula: C2H2NO3
Source: the OMol25 dataset
Level of theory: wB97M-V/def2-TZVPD

Structure (XYZ):
```
8
Properties=species:S:1:pos:R:3
O 1.943 1.425 -0.552
O -0.930 -1.534 1.333
O -1.545 -1.463 -0.856
N -0.001 0.231 -0.256
C 1.003 1.006 0.128
C -1.036 -1.196 0.201
H 0.942 1.297 1.194
H -0.377 0.234 -1.191
```

Properties
energy above the lowest of the compared OMol25 structures with the same formula, charge and spin = 94.9 kJ/mol
SMILES = O=CNC(=O)[O-]
E_LUMO = 0.1568 Ha
total charge = -1
frontier orbital gap = 9.059 eV

natural (NBO) population analysis, charges in e, atoms 1 to 5: O -0.70; O -0.67; O -0.71; N -0.86; C 0.51

***

No. 2
Formula: C15H24FN3O5P
Source: the OMol25 dataset
Level of theory: wB97M-V/def2-TZVPD

Structure (XYZ):
```
49
Properties=species:S:1:pos:R:3
P 1.010 1.509 -2.459
F 3.759 2.913 3.477
O -2.715 -0.442 -2.254
O 2.522 1.392 -3.111
O 0.246 0.754 -0.006
O -3.555 -5.270 -4.253
O 2.981 1.578 5.114
N 2.775 1.434 1.193
N -0.487 2.192 1.597
N 0.228 0.180 -3.124
C -2.924 -1.551 -2.714
C -1.977 -0.316 1.392
C 0.225 0.938 1.397
C -2.493 -3.184 -4.491
C 1.439 0.962 -0.707
C -0.575 -0.248 1.974
C 2.780 2.152 4.066
C -3.797 -2.525 -2.020
C -2.292 -1.972 -3.984
C 2.099 -0.262 2.803
C 1.644 1.032 2.121
C 2.238 2.064 -0.059
C 1.551 2.128 3.197
C -4.006 -3.738 -2.524
C -3.370 -4.166 -3.799
H -1.049 2.383 0.784
H 0.721 1.949 3.859
H 2.020 0.026 -0.706
H -2.473 -1.207 1.753
H -1.076 2.144 2.410
H -1.937 -0.406 0.316
H -2.039 -3.512 -5.417
H 0.491 -0.721 -2.744
H -1.664 -1.236 -4.470
H 1.604 2.899 0.199
H 3.231 0.583 0.877
H 3.070 2.376 -0.673
H 3.482 2.012 1.654
H 1.560 -0.389 3.726
H -0.775 0.318 -3.065
H 3.136 0.942 -2.530
H -0.082 -1.154 1.643
H -4.248 -2.193 -1.093
H -2.587 0.534 1.661
H 3.150 -0.209 3.063
H -4.641 -4.468 -2.038
H 1.945 -1.126 2.172
H 1.459 3.101 2.738
H -0.605 -0.203 3.055
```

Properties
E_LUMO = -0.1360 Ha
total charge = +1
frontier orbital gap = 8.597 eV

natural (NBO) population analysis, charges in e, atoms 1 to 5: P 1.27; F -0.36; O -0.54; O -0.96; O -0.54

***

No. 3
Formula: AlO8S2
Source: the OMol25 dataset
Level of theory: wB97M-V/def2-TZVPD

Structure (XYZ):
```
11
Properties=species:S:1:pos:R:3
S 2.153 12.051 8.567
S 8.126 18.240 3.324
Al 5.831 15.129 6.234
O 8.885 17.701 4.392
O 3.640 12.128 8.783
O 1.637 10.665 8.447
O 7.814 17.078 2.497
O 1.949 12.978 7.458
O 6.819 18.619 3.798
O 8.827 19.288 2.619
O 1.404 12.457 9.738
```

Properties
energy above the lowest of the compared OMol25 structures with the same formula, charge and spin = 313.5 kJ/mol
E_LUMO = -0.1112 Ha
total charge = -1
frontier orbital gap = 1.442 eV

natural (NBO) population analysis, charges in e, atoms 1 to 5: S 2.52; S 2.57; Al 0.99; O -0.93; O -0.91

***

No. 4
Formula: C37H53IN3O10P2
Source: the OMol25 dataset
Level of theory: wB97M-V/def2-TZVPD

Structure (XYZ):
```
106
Properties=species:S:1:pos:R:3
I -9.960 -2.220 1.972
P -9.141 0.058 2.234
P -10.027 1.648 -0.493
O -4.254 -1.382 1.183
O 5.396 3.145 -1.152
O 7.174 2.475 0.041
O -7.766 1.697 -2.549
O -10.944 0.370 -0.225
O -8.025 -0.198 3.414
O -5.368 0.906 -3.481
O 0.186 -3.968 1.082
O -1.763 -3.203 0.611
O -10.377 2.028 -1.998
N -10.293 2.853 0.430
N 6.387 -2.491 2.970
N -0.589 -3.900 0.214
C -8.352 0.943 -0.373
C 6.499 -3.981 2.744
C -3.774 -0.101 -2.128
C 5.198 -1.340 1.143
C 5.478 3.655 1.159
C 5.001 -2.035 2.494
C 5.418 3.044 2.330
C -1.578 -0.520 -3.031
C 4.983 1.877 -1.689
C 9.103 -4.402 2.833
C -1.624 -1.774 0.558
C 3.571 1.489 -1.226
C 6.556 -2.162 4.414
C -5.133 0.470 -2.384
C 9.263 -4.572 1.324
C -1.159 -1.087 -1.822
C -6.025 5.769 -2.653
C 6.658 -1.593 0.768
C 6.123 3.028 -0.014
C 2.569 1.472 -2.382
C 7.335 -1.677 2.118
C -6.127 0.448 -1.284
C -7.109 2.983 -2.696
C -7.406 1.033 -1.411
C -6.697 -0.272 0.933
C -7.976 0.261 0.803
C 0.259 -1.624 -1.755
C -5.766 -0.189 -0.092
C -4.425 -0.803 0.142
C -3.392 -0.696 -0.918
C 7.694 -4.702 3.355
C -2.858 -0.026 -3.168
C -7.323 5.352 -1.918
C 1.296 -0.712 -2.440
C -8.053 4.178 -2.573
C -2.070 -1.173 -0.758
C 1.285 0.725 -1.937
H 1.194 0.714 -0.849
H 4.605 -1.351 3.240
H -6.041 6.845 -2.807
H -7.819 0.647 3.831
H 9.152 -5.619 1.039
H 0.613 -1.756 -0.742
H 2.278 -1.121 -2.184
H -9.476 3.129 0.957
H 5.038 1.969 -2.767
H 5.028 4.627 1.024
H -3.172 0.419 -4.100
H 4.939 3.546 3.155
H 5.013 -0.270 1.245
H 9.426 -3.405 3.144
H 7.578 -2.378 4.711
H 3.606 0.475 -0.827
H 8.533 -3.993 0.754
H 7.411 -0.692 2.578
H 10.252 -4.245 1.007
H -6.648 2.978 -3.676
H 1.227 -0.763 -3.523
H -8.899 3.946 -1.936
H 5.853 -2.756 4.993
H 5.682 1.099 -1.386
H 6.763 -2.530 0.220
H -11.872 0.642 -0.183
H 9.789 -5.088 3.332
H 8.317 -2.135 2.096
H 7.499 -5.765 3.192
H -6.454 -0.781 1.853
H -7.076 5.088 -0.892
H 4.509 -1.713 0.387
H 5.602 -4.403 3.197
H 2.973 0.931 -3.235
H 3.222 2.196 -0.480
H -5.923 5.308 -3.630
H -8.000 6.200 -1.896
H 6.426 -4.147 1.670
H 4.352 -2.903 2.433
H -6.294 3.103 -1.983
H 0.425 1.264 -2.326
H 0.268 -2.570 -2.293
H -10.021 1.386 -2.629
H -5.150 5.586 -2.038
H -2.147 -1.354 1.398
H -0.914 -0.464 -3.877
H 7.683 -4.578 4.440
H 5.823 2.052 2.457
H -8.393 4.482 -3.558
H 7.080 -0.804 0.149
H 2.281 2.477 -2.672
H -0.577 -1.521 0.713
H 6.354 -1.104 4.551
```

Properties
E_LUMO = -0.0996 Ha
total charge = +1
frontier orbital gap = 7.023 eV

Löwdin population analysis, charges in e, atoms 1 to 5: I 0.45; P 0.50; P 0.44; O 0.12; O 0.00

***

No. 5
Formula: C51H111Br2N7
Source: the OMol25 dataset
Level of theory: wB97M-V/def2-TZVPD

Structure (XYZ):
```
171
Properties=species:S:1:pos:R:3
Br 2.007 -3.852 -0.996
Br 1.933 -3.304 -8.070
N -0.268 0.280 -8.468
N 1.629 0.037 -0.766
N -1.062 -3.678 5.872
N -8.312 -4.542 -3.128
N -0.344 2.486 5.555
N -2.091 -0.577 -7.664
N 5.970 5.051 1.135
C 5.775 3.718 1.866
C 0.538 -2.671 4.146
C 3.461 0.389 0.735
C -8.715 -5.557 -5.301
C 1.494 1.480 -0.358
C -6.131 -3.136 -3.374
C 5.468 7.052 -3.574
C 1.097 0.344 -9.024
C 7.857 4.732 2.572
C 0.896 4.525 2.440
C -1.056 1.301 -7.994
C -2.695 -5.470 5.758
C 0.551 1.915 7.677
C 1.366 -0.280 -2.222
C 2.561 1.658 0.741
C -1.932 -2.454 5.937
C 7.514 5.250 1.192
C -2.224 0.796 -7.537
C 0.642 0.680 6.800
C 0.312 -0.107 -4.389
C -4.623 -3.278 -3.051
C 0.782 -0.864 0.045
C -0.940 -0.833 -8.246
C 5.305 6.166 1.852
C -1.089 -4.364 7.227
C 1.923 -2.033 4.147
C -3.902 -4.039 -4.165
C 5.731 6.095 -1.195
C 2.112 0.860 -7.993
C 5.493 4.897 -0.289
C 0.434 4.252 3.902
C -8.793 -5.957 -2.903
C -0.457 0.955 5.782
C -3.012 -1.686 -7.392
C 5.411 5.814 -2.658
C 7.084 3.431 2.645
C 0.365 -3.341 5.481
C 0.631 3.001 6.623
C 0.197 2.768 4.166
C -8.714 -6.676 -4.259
C 0.935 6.026 2.130
C -8.917 -3.546 -2.198
C 0.039 0.081 -2.890
C 3.093 -2.921 3.762
C -1.690 3.142 5.734
C 3.066 -0.280 -0.548
C -8.753 -4.224 -4.546
C -6.788 -4.441 -2.960
C -1.659 -4.735 4.914
C 0.610 -1.541 -4.841
C -1.981 -5.586 7.100
H -4.091 -5.121 -4.133
H 0.437 -3.328 3.278
H 0.748 -1.600 -5.930
H 0.455 1.745 -0.179
H 4.505 7.195 -4.059
H 4.436 5.319 -2.707
H -0.394 0.386 4.858
H 1.354 -0.685 -9.295
H -0.338 1.950 8.309
H -9.998 -3.580 -2.277
H 0.292 3.979 1.712
H -0.789 -0.564 -2.596
H 0.344 3.977 7.000
H -0.205 -2.236 -4.628
H 1.125 0.540 -4.728
H 6.804 3.183 3.669
H -0.452 2.322 3.406
H 3.995 -2.307 3.816
H 1.389 1.910 8.375
H 5.217 6.962 -0.781
H -7.875 -5.626 -5.986
H 4.525 0.602 0.796
H -1.416 0.783 6.267
H -9.614 -5.632 -5.915
H 5.633 2.935 1.129
H -0.815 -5.413 4.791
H -0.444 4.859 4.106
H 7.651 6.330 1.175
H 1.751 2.032 -1.266
H -0.083 -4.603 7.562
H 7.970 4.789 0.323
H -8.542 -2.569 -2.487
H 1.622 2.986 6.179
H 0.963 6.679 3.002
H 3.283 -3.763 4.435
H -2.695 -5.779 7.900
H -0.572 0.191 -4.963
H 3.226 -1.337 -0.568
H 0.474 -0.253 7.342
H -0.226 -1.906 3.978
H -1.526 -3.685 7.958
H -2.935 -6.409 5.263
H -3.042 1.313 -7.072
H -4.184 -3.868 -5.208
H 2.166 0.192 -2.794
H 5.853 3.945 -0.674
H -0.606 -1.832 -8.474
H 1.082 2.127 4.078
H 7.571 2.556 2.221
H -6.433 -2.295 -2.748
H -9.703 -3.701 -4.567
H 5.485 7.082 1.301
H -0.719 2.321 -7.926
H 5.669 6.263 2.869
H -2.897 -2.823 6.263
H 0.965 -4.244 5.575
H 6.142 5.104 -3.048
H -1.411 -6.518 7.105
H 0.580 -2.685 6.328
H 2.120 1.943 -8.140
H -9.855 -5.804 -2.688
H 1.560 -1.926 -4.469
H 0.202 6.404 1.419
H -3.802 -1.586 -8.142
H -8.337 -6.383 -2.014
H 8.926 4.526 2.643
H 1.097 -1.916 -0.008
H 7.642 5.416 3.389
H 2.149 -1.419 5.027
H -7.992 -3.586 -4.980
H 3.186 2.537 0.601
H 1.895 -1.203 3.422
H -2.820 -3.932 -4.086
H 4.408 4.801 -0.138
H -6.289 -2.903 -4.421
H -4.149 -2.294 -3.086
H 3.069 0.397 -8.196
H 1.300 4.581 4.480
H -2.590 -2.663 -7.607
H 1.541 -1.354 -2.343
H 6.119 6.809 -4.417
H 1.710 0.656 -7.005
H 1.011 0.863 -9.977
H -0.191 1.130 -2.678
H 2.067 1.701 1.714
H 4.965 3.822 2.583
H -1.955 -2.044 4.932
H 3.036 -3.417 2.788
H -1.968 -4.143 4.059
H 4.246 5.909 1.860
H -9.508 -7.413 -4.234
H 6.809 6.291 -1.138
H 3.186 -0.108 1.655
H -3.626 -4.897 5.728
H 0.847 -0.582 1.102
H -7.716 -7.120 -4.268
H 1.866 6.218 1.585
H 5.909 7.943 -3.137
H -0.261 -0.718 -0.232
H -4.381 -3.744 -2.098
H -8.549 -3.733 -1.192
H -1.494 -1.696 6.579
H -2.306 2.760 4.925
H -1.586 4.220 5.698
H -6.422 -5.281 -3.552
H -6.634 -4.642 -1.902
H 1.649 0.575 6.391
H -2.020 2.859 6.729
H 3.588 0.143 -1.407
H -3.427 -1.579 -6.395
H 1.930 4.181 2.348
```

Properties
E_LUMO = -0.2848 Ha
total charge = +4
frontier orbital gap = 3.741 eV

Löwdin population analysis, charges in e, atoms 1 to 5: Br -0.38; Br -0.55; N -0.02; N -0.27; N -0.27

***

No. 6
Formula: C5H13NO
Source: the OMol25 dataset
Level of theory: wB97M-V/def2-TZVPD

Structure (XYZ):
```
20
Properties=species:S:1:pos:R:3
O 1.698 -2.489 0.568
N 0.067 -1.988 2.002
C -1.656 1.716 -0.702
C 1.283 -0.149 0.973
C 1.033 -1.631 1.107
C 1.893 0.091 -0.438
C -2.055 0.625 -1.686
H -3.099 0.449 -1.832
H -1.585 0.805 -2.649
H 2.100 0.172 1.595
H 0.170 -2.904 2.401
H 2.777 -0.518 -0.570
H 2.269 1.095 -0.536
H -0.414 -1.310 2.520
H -1.771 -0.379 -1.348
H -2.332 2.539 -0.497
H 0.468 0.544 1.141
H -1.290 1.268 0.222
H 1.182 -0.143 -1.229
H -0.741 2.208 -1.044
```

Properties
energy above the lowest of the compared OMol25 structures with the same formula, charge and spin = 45.9 kJ/mol
SMILES = CCC(N)=O.CC
E_LUMO = 0.0316 Ha
frontier orbital gap = 10.791 eV

natural (NBO) population analysis, charges in e, atoms 1 to 5: O -0.61; N -0.82; C -0.62; C -0.52; C 0.67

***

Among the records above, which one has the lowest frontier orbital gap? AlO8S2

***

What is the frontier orbital gap in the second record? 8.597 eV

***

What is the frontier orbital gap in the fifth record? 3.741 eV

***

Which value of E_LUMO does entry 3 give? -0.1112 Ha